(1)
The following is a DFT calculation (ωB97M-V/def2-TZVPD) of a molecular structure, C36H88N4O12P2.

Each line ends with the Mulliken charge.
Atoms and positions in Å:
C 0.131 -3.756 -0.020  0.38
C -0.721 -4.789 0.642  -1.03
C -0.071 -5.265 1.899  -0.95
C -0.930 -6.495 2.431  -0.69
C -0.259 -7.252 3.523  -0.37
C -1.118 -8.344 4.070  -1.24
H 1.186 -3.989 -0.162  0.88
H 0.218 -2.903 0.653  -0.68
H -0.427 -3.325 -0.851  -0.62
H -1.663 -4.335 0.950  0.49
H -1.006 -5.617 -0.007  0.85
H 0.028 -4.627 2.777  0.15
H 0.975 -5.547 1.785  0.41
H -1.889 -6.061 2.714  0.28
H -1.121 -7.047 1.511  0.38
H 0.725 -7.626 3.240  0.36
H -0.051 -6.558 4.337  0.28
H -1.846 -7.882 4.737  0.32
H -1.652 -8.790 3.231  0.31
H -0.568 -9.206 4.448  0.36
C 0.291 0.412 -2.263  -0.28
C 0.584 1.900 -2.730  0.65
C -0.352 2.440 -3.821  -1.35
C -1.900 2.271 -3.678  0.84
C -2.754 2.806 -4.838  -0.71
C -4.162 2.296 -4.982  -1.35
H -0.678 0.302 -1.775  -0.31
H 1.067 0.046 -1.591  0.08
H 0.488 -0.413 -2.947  -0.23
H 0.437 2.269 -1.715  -0.13
H 1.654 2.004 -2.912  -0.24
H -0.020 1.789 -4.630  0.47
H -0.142 3.424 -4.241  0.38
H -2.059 1.194 -3.628  -0.97
H -2.218 2.470 -2.654  0.38
H -2.899 3.877 -4.691  0.39
H -2.125 2.883 -5.725  0.49
H -4.896 2.840 -5.577  0.46
H -3.990 1.283 -5.346  0.15
H -4.783 2.149 -4.098  0.30
C 3.613 3.820 4.306  -1.65
C 2.795 3.697 3.020  3.11
C 3.473 4.164 1.750  -1.97
C 2.542 4.177 0.458  0.02
C 2.749 2.987 -0.555  -1.18
C 1.436 2.731 -1.486  0.81
H 3.631 4.834 4.705  0.33
H 4.618 3.461 4.087  0.38
H 3.175 3.161 5.055  0.42
H 2.483 2.656 2.943  -0.75
H 1.872 4.272 3.098  -1.66
H 4.308 3.464 1.701  0.42
H 3.937 5.091 2.085  0.35
H 1.521 4.471 0.700  -0.64
H 2.851 4.900 -0.298  0.88
H 3.731 3.032 -1.027  0.72
H 2.837 2.047 -0.011  0.34
H 0.690 2.482 -0.732  -1.26
H 1.107 3.569 -2.100  1.14
H 1.541 1.846 -2.114  -1.04
C -0.099 5.315 0.080  -1.43
C -0.594 3.909 0.169  0.20
O -0.089 3.198 1.046  0.20
N -1.649 3.577 -0.546  0.20
C -2.241 2.243 -0.620  -0.54
H -0.366 6.035 0.854  0.20
H -0.282 5.664 -0.937  0.53
H 0.990 5.316 0.033  0.49
H -1.940 4.177 -1.305  0.49
H -2.076 1.750 0.338  -0.14
H -1.689 1.579 -1.284  -0.18
H -3.330 2.216 -0.671  0.35
C -0.661 -1.336 -0.790  -1.13
C -0.395 -0.312 0.276  0.68
O -1.403 0.177 0.762  -0.99
N 0.890 0.009 0.459  0.97
C 1.183 1.284 1.202  -2.23
H -0.872 -2.264 -0.258  -0.01
H 0.199 -1.430 -1.452  -0.03
H -1.469 -1.096 -1.481  2.03
H 1.622 -0.613 0.146  0.94
H 1.242 1.128 2.279  1.70
H 0.447 2.079 1.085  -0.35
H 2.149 1.607 0.813  -0.65
C -2.840 -2.383 4.899  -1.43
C -2.340 -1.676 3.661  0.66
O -3.229 -1.145 2.941  -0.62
N -1.042 -1.823 3.340  0.22
C -0.533 -1.522 2.007  -1.07
H -2.450 -3.400 4.918  0.27
H -3.874 -2.319 5.239  0.35
H -2.350 -1.858 5.719  0.37
H -0.414 -2.287 3.981  0.42
H 0.429 -2.002 1.831  0.75
H -0.178 -0.492 2.005  -0.78
H -1.235 -1.912 1.270  -0.09
C -0.932 1.362 2.880  -0.14
C -0.481 2.684 3.534  0.15
O 0.075 2.729 4.621  -0.76
N -0.685 3.827 2.847  0.05
C -0.260 5.222 3.321  -0.98
H -1.605 0.763 3.493  0.82
H -0.066 0.709 2.773  0.29
H -1.238 1.548 1.850  0.11
H -0.999 3.678 1.899  0.67
H -0.572 5.257 4.365  0.40
H -0.657 6.081 2.779  0.37
H 0.826 5.138 3.279  0.38
C 3.134 -0.481 2.317  0.85
O 3.809 -0.690 1.131  -0.22
P 3.116 -1.164 -0.255  -0.99
O 2.016 -2.076 -0.137  0.43
O 2.772 0.310 -0.958  1.12
C 2.884 0.547 -2.262  -0.24
O 4.366 -1.723 -1.154  -0.44
C 4.941 -3.006 -0.895  -0.94
H 3.340 -1.268 3.042  0.36
H 2.129 -0.421 1.899  -0.96
H 3.545 0.423 2.766  0.12
H 2.935 -0.304 -2.940  0.16
H 3.732 1.193 -2.489  0.48
H 2.071 1.205 -2.571  0.10
H 4.606 -3.702 -0.126  0.32
H 6.004 -2.993 -0.653  0.35
H 4.743 -3.696 -1.715  0.37
C -4.369 -0.746 -4.750  -0.50
O -3.743 -1.518 -3.676  -0.37
P -2.167 -1.851 -3.745  -0.59
O -1.319 -0.731 -3.412  0.87
O -2.069 -3.222 -2.820  -0.45
C -1.890 -3.168 -1.370  -1.79
O -1.909 -2.589 -5.198  -0.39
C -0.991 -1.959 -6.092  -0.52
H -3.674 -0.625 -5.581  0.21
H -4.526 0.255 -4.348  0.04
H -5.332 -1.126 -5.089  0.36
H -2.265 -2.256 -0.906  1.00
H -0.807 -3.285 -1.322  0.63
H -2.225 -4.039 -0.806  0.58
H -0.346 -2.572 -6.721  0.30
H -0.245 -1.338 -5.595  0.08
H -1.570 -1.469 -6.874  0.31

Cartesian forces, eV/Å:
C 3.2 -0.9 2.9
C 0.2 0.7 0.6
C -0.4 -2.5 1.7
C 1.1 1.8 -1.5
C 0.7 0.3 0.6
C -0.5 -0.8 -0.7
H -0.4 -0.8 -0.3
H 0.3 -1.5 -0.2
H 11.9 -2.8 11.2
H -0.3 0.1 0.1
H 0.2 -0.2 0.0
H -0.5 1.0 -0.4
H 0.1 -0.5 -0.6
H -0.2 -0.2 0.3
H -0.1 -0.7 0.3
H 0.0 0.0 -0.4
H 0.2 0.2 0.1
H 0.0 -0.6 0.3
H -0.4 0.0 -0.1
H 0.0 0.4 0.8
C 2.2 1.1 -1.0
C -13.6 -4.5 -9.8
C -0.8 -1.3 -1.7
C 0.5 -1.5 0.2
C 0.4 3.1 1.3
C -0.1 -1.6 -0.6
H 1.0 1.0 -1.0
H -1.2 1.7 0.2
H -0.4 1.0 -0.9
H -8.5 -1.7 -3.7
H -2.3 1.9 -10.2
H -0.4 -0.1 -0.8
H 0.4 0.5 0.7
H 0.1 -0.2 -0.4
H -0.3 1.1 -1.0
H 0.3 0.6 0.4
H -0.4 -1.0 -0.5
H 0.7 0.3 -0.7
H -0.7 0.8 -0.8
H 0.7 0.2 0.8
C -0.3 -0.3 -0.5
C -1.2 -0.1 0.2
C 0.0 -0.5 0.1
C 2.8 -0.4 -0.1
C -0.2 0.9 1.8
C 10.3 6.2 11.2
H 0.2 0.0 -0.1
H 0.3 0.2 0.3
H 0.0 0.1 0.1
H -0.1 0.0 -0.1
H 0.6 -0.7 0.2
H 0.3 0.0 -0.9
H -0.1 0.6 -0.8
H 1.9 -2.0 0.9
H 0.3 1.3 0.7
H 0.0 0.7 -0.5
H 0.8 1.3 -1.2
H 1.4 0.6 2.0
H 1.1 1.3 0.5
H 5.4 1.6 11.6
C 0.2 1.0 -2.4
C 0.7 1.4 0.5
O -0.7 2.6 -6.4
N -1.7 -0.6 -1.7
C 0.6 -0.4 2.3
H -0.5 -0.4 -0.2
H -0.8 0.6 0.1
H -1.2 0.7 -0.2
H 0.3 0.4 0.3
H -0.1 0.6 -0.2
H -0.7 0.4 0.0
H 0.1 0.4 -0.8
C 1.5 1.1 1.4
C -0.6 0.5 -4.5
O -0.2 0.6 -2.0
N -2.1 3.7 2.6
C 2.1 -2.9 -0.2
H 0.7 3.4 0.2
H -0.3 -1.2 0.6
H 0.4 0.9 1.3
H -3.9 1.1 0.8
H 0.8 0.1 -0.5
H 1.2 -2.9 -0.5
H -1.2 -0.6 1.5
C 1.6 0.4 1.4
C -4.1 -0.1 -1.4
O 2.6 -0.6 0.8
N 0.4 -0.5 0.1
C 1.1 -1.5 3.9
H -0.2 -0.1 0.1
H -0.1 0.0 -1.2
H 0.4 -0.2 0.4
H -0.4 0.1 0.1
H -0.1 -0.6 0.9
H -1.2 -1.7 1.0
H -0.1 0.6 1.0
C 0.2 1.6 1.1
C -0.1 0.2 0.8
O 0.5 -0.5 0.9
N -2.7 2.6 3.5
C -0.3 -2.9 0.6
H -0.5 0.7 -0.1
H -0.8 0.8 1.0
H -0.4 -0.1 1.6
H -1.3 0.9 2.8
H 0.2 0.3 0.0
H -0.2 -0.6 -0.1
H -0.5 1.2 0.2
C -0.8 -0.1 0.8
O 1.7 -1.2 -3.9
P 7.4 2.0 -1.3
O -0.1 -2.0 -0.3
O 2.4 -4.1 3.5
C 2.4 1.0 -4.1
O -1.3 0.5 1.6
C 0.4 -1.8 -0.2
H -0.3 -0.4 -0.2
H -0.1 -0.1 2.4
H -0.5 0.3 -0.2
H 0.0 -0.3 0.3
H 0.7 -0.3 0.2
H 4.6 -5.8 -0.9
H -1.2 1.1 1.0
H 0.1 0.8 -0.6
H 0.4 0.6 -0.8
C 0.6 0.5 1.0
O 0.4 -0.6 -0.9
P -2.3 -4.6 -0.4
O -0.9 -0.3 -1.7
O -1.1 1.8 -1.2
C -4.7 -0.8 -3.3
O 0.3 0.8 1.3
C 0.4 0.5 -1.0
H -0.1 -0.3 -0.2
H -0.2 -1.0 0.2
H 0.3 -0.6 0.3
H -1.4 -1.7 -0.8
H -10.4 1.1 -12.2
H -0.7 -0.2 -1.2
H -0.4 -1.4 0.6
H -0.6 0.5 0.2
H 0.0 0.8 0.3

Output
LUMO energy = 0.0132 Eh
Maximum force = 17.31 eV/Å
Energy relative to the best compared isomer or geometry (same formula, charge and spin) = 42.699 eV
Kohn-Sham gap = 6.00 eV
HOMO energy = -5.640 eV

(2)
The following is a DFT calculation (ωB97M-V/def2-TZVPD) of a molecular structure, C8H20LiNO7.

Each line ends with the Mulliken charge.
Atoms and positions in Å:
Li 0.464 -0.032 -0.098  0.67
N 2.498 0.758 -1.438  1.05
O 1.612 0.012 -1.967  -0.58
O 3.259 1.442 -2.138  -0.68
O 2.535 0.776 -0.181  -0.56
C 2.304 -2.142 0.582  -0.87
O 0.881 -2.039 0.510  -0.14
C 0.291 -2.849 -0.488  -0.65
C -1.173 -2.448 -0.622  -0.62
O -1.303 -1.045 -0.529  -0.13
C -2.480 -0.529 -1.120  -0.98
H 2.807 -1.845 -0.340  0.35
H 2.547 -3.184 0.814  0.30
H 2.613 -1.444 1.354  0.25
H 0.347 -3.898 -0.184  0.38
H 0.813 -2.689 -1.436  0.36
H -1.772 -2.964 0.138  0.34
H -1.557 -2.811 -1.581  0.50
H -2.891 0.262 -0.490  0.21
H -3.231 -1.308 -1.262  0.49
H -2.258 -0.072 -2.091  0.27
C -0.592 -0.013 2.879  -0.92
O -0.219 0.651 1.700  -0.10
C -0.618 2.016 1.719  -0.72
C -0.123 2.675 0.452  -0.59
O -0.492 1.836 -0.618  -0.09
C -0.204 2.442 -1.885  -1.06
H -0.239 -1.037 2.832  0.24
H -1.670 0.042 3.080  0.33
H -0.179 0.481 3.771  0.32
H -0.214 2.533 2.596  0.42
H -1.713 2.040 1.737  0.40
H 0.942 2.918 0.451  0.41
H -0.659 3.638 0.417  0.39
H -0.105 1.662 -2.631  0.31
H 0.753 2.974 -1.855  0.41
H -0.976 3.191 -2.078  0.29

Cartesian forces, eV/Å:
Li 0.1 0.0 -0.2
N 0.1 0.2 -0.8
O 0.2 0.2 0.2
O -0.7 -0.7 0.8
O -0.1 0.3 0.0
C -0.3 -0.4 0.1
O 0.0 0.6 -0.1
C 0.0 0.4 0.0
C 0.0 -0.5 0.0
O 0.1 -0.1 0.0
C -0.2 0.3 -0.2
H -0.3 0.0 -0.2
H 0.3 0.1 0.2
H 0.1 -0.2 0.1
H 0.1 -0.1 -0.2
H 0.0 -0.1 0.0
H 0.0 0.3 0.2
H 0.2 0.0 -0.1
H 0.1 -0.1 0.1
H 0.0 0.0 0.1
H 0.1 -0.2 0.0
C -0.2 0.3 0.8
O 0.2 0.3 0.2
C 0.2 -0.4 -0.4
C -0.7 0.6 0.5
O 0.5 0.0 -0.3
C 0.2 0.4 0.4
H -0.1 -0.1 -0.1
H -0.1 -0.3 -0.5
H 0.4 -0.1 -0.2
H 0.0 0.0 0.0
H 0.0 0.1 0.1
H 0.1 -0.4 0.0
H 0.1 0.0 -0.3
H -0.3 0.0 -0.1
H 0.1 -0.1 0.1
H -0.1 -0.2 -0.4

Output
LUMO energy = 0.0142 Eh
Maximum force = 1.33 eV/Å
Energy relative to the best compared isomer or geometry (same formula, charge and spin) = 0.000 eV
Kohn-Sham gap = 9.17 eV
HOMO energy = -8.786 eV